(1)
The following is a quantum chemistry calculation of a cluster of 8 separate species, C30H65BF8N10O12S4 in total at a distorted geometry, from OMol25.

Total energy: -137381.900 eV
HOMO: -12.5 eV
Kohn-Sham gap: 8.4 eV
Maximum force: 4.79 eV/A
Spin multiplicity: 1
Net charge: +2

Last column: Löwdin charge in e.
Element x y z (Å)
C 3.78132 -20.49349 -17.07711  -0.0425
C 2.42828 -19.85680 -17.18490  -0.1596
N 2.34532 -18.57656 -16.45444  -0.0156
C 2.42047 -18.42233 -15.07471  0.0057
C 2.25350 -17.11764 -14.84559  -0.0246
N 2.20214 -16.47475 -16.05890  -0.0515
C 2.19935 -17.41076 -16.98718  -0.0405
C 2.07187 -15.03825 -16.24925  0.0358
H 3.84666 -21.40334 -17.66314  0.0943
H 3.96194 -20.78589 -16.03354  0.0841
H 4.59931 -19.79485 -17.25684  0.0745
H 1.63958 -20.47514 -16.73947  0.1253
H 2.04561 -19.68063 -18.19017  0.1062
H 2.42647 -19.27667 -14.42526  0.1374
H 2.21551 -16.60082 -13.90198  0.1340
H 2.08393 -17.22535 -18.04750  0.1574
H 2.81557 -14.76488 -17.00135  0.0896
H 2.15711 -14.52234 -15.30809  0.1008
H 1.15004 -14.86856 -16.80543  0.0782
C 1.42309 -10.91851 -18.59176  -0.0587
C -0.08673 -10.62818 -18.53205  -0.1329
N -0.81618 -11.15158 -19.70389  -0.0361
C -1.06821 -10.47898 -20.86548  -0.0151
C -1.80425 -11.32779 -21.61590  -0.0309
N -2.00405 -12.47131 -20.88218  -0.0558
C -1.36939 -12.35034 -19.72867  -0.0129
C -2.69376 -13.64797 -21.42097  0.0365
H 1.74852 -10.74797 -17.56225  0.0915
H 1.91507 -10.20653 -19.24910  0.0789
H 1.61187 -11.95721 -18.84632  0.0470
H -0.24670 -9.55321 -18.48703  0.1304
H -0.54225 -11.08096 -17.65545  0.1269
H -0.73549 -9.47651 -21.05550  0.1419
H -2.14818 -11.30569 -22.63482  0.1425
H -1.34273 -13.06876 -18.93163  0.1669
H -3.27904 -14.06614 -20.60322  0.0998
H -2.02535 -14.41978 -21.77783  0.0798
H -3.36613 -13.30953 -22.20093  0.1082
C 4.49974 -12.59505 -19.38691  -0.0482
C 4.68342 -12.71167 -20.89653  -0.1103
N 3.47121 -12.25890 -21.62725  -0.0172
C 2.24318 -12.84940 -21.53828  0.0072
C 1.41826 -12.14661 -22.30823  -0.0088
N 2.18267 -11.24259 -22.99378  -0.0723
C 3.40982 -11.30975 -22.52175  -0.0252
C 1.74037 -10.33282 -24.03212  0.0244
H 5.46668 -12.68437 -18.89955  0.0962
H 3.85662 -13.39705 -19.02647  0.0591
H 4.08146 -11.61496 -19.15421  0.0672
H 4.78396 -13.75955 -21.17900  0.1249
H 5.51742 -12.09895 -21.22397  0.1308
H 2.09547 -13.71548 -20.91588  0.1210
H 0.37029 -12.28631 -22.46021  0.1190
H 4.22920 -10.68638 -22.83566  0.1781
H 2.42970 -9.49730 -24.12895  0.1053
H 0.73495 -9.98038 -23.81998  0.0948
H 1.71959 -10.78243 -25.02660  0.1103
C -1.59393 -20.21463 -17.71921  -0.1316
O -0.99874 -20.35763 -18.95756  -0.1938
C -1.82549 -21.03785 -19.86800  -0.1792
C -1.25209 -20.91141 -21.26186  -0.0773
N -1.26280 -19.51866 -21.78297  0.0651
H -1.13704 -19.48354 -22.79749  0.1832
H -2.24693 -19.17110 -21.63833  0.1091
C -0.36396 -18.52342 -21.07016  -0.0908
C 1.07756 -18.93337 -21.10837  -0.1884
O 1.31528 -19.57254 -22.34369  -0.1745
C 2.67870 -19.62475 -22.63652  -0.0935
H -1.55069 -21.10662 -17.07252  0.0949
H -2.63470 -19.88466 -17.79298  0.0757
H -1.12737 -19.41524 -17.12545  0.0816
H -2.85049 -20.65651 -19.85416  0.1117
H -1.75552 -22.09297 -19.59110  0.1453
H -1.92792 -21.45980 -21.91644  0.1481
H -0.22635 -21.25511 -21.32984  0.1334
H -0.85096 -18.47924 -20.10569  0.1021
H -0.64322 -17.58352 -21.53987  0.1222
H 1.28085 -19.58629 -20.24689  0.1198
H 1.75016 -18.07788 -21.02268  0.1133
H 2.86814 -20.13312 -23.57911  0.0949
H 3.28751 -20.16636 -21.89704  0.1016
H 3.14134 -18.63002 -22.68686  0.0963
C -2.31204 -15.84330 -16.59904  -0.0616
O -3.15891 -16.06283 -15.44909  -0.1824
C -2.41166 -15.89598 -14.24694  -0.2095
C -3.26455 -16.33394 -13.07293  -0.0845
N -3.84768 -17.67765 -13.30723  0.0421
H -4.56370 -17.87869 -12.60074  0.1896
H -4.33757 -17.70379 -14.22095  0.1786
C -2.88418 -18.82670 -13.25262  -0.0717
C -3.73628 -20.06443 -13.40176  -0.2657
O -4.56000 -19.88922 -14.47548  -0.1813
C -5.22817 -21.10828 -14.81979  -0.0402
H -2.08098 -14.76267 -16.60635  0.0921
H -2.92626 -15.88994 -17.49596  0.0758
H -1.47346 -16.53284 -16.62483  0.0861
H -2.23295 -14.81266 -14.21981  0.1368
H -1.43149 -16.39253 -14.21582  0.1217
H -4.11506 -15.68489 -12.88303  0.1444
H -2.72876 -16.46617 -12.13463  0.1400
H -2.46557 -18.80968 -12.25076  0.1438
H -2.17896 -18.72861 -14.07076  0.1368
H -4.24603 -20.24298 -12.43765  0.1444
H -3.13978 -20.97144 -13.56176  0.1388
H -5.73428 -20.99378 -15.75890  0.0953
H -5.92878 -21.36387 -14.01587  0.1042
H -4.51781 -21.94350 -14.89848  0.0985
N 6.45605 -16.97121 -19.99196  -0.2681
S 7.09549 -18.06961 -18.95158  0.4863
O 7.30337 -19.35452 -19.51598  -0.2541
O 6.73825 -17.92011 -17.58773  -0.2820
F 8.56958 -17.47460 -18.98549  -0.1814
S 4.99576 -16.87064 -19.43506  0.4536
O 4.71003 -15.86026 -18.45219  -0.3042
O 4.28429 -18.11648 -19.36140  -0.3076
F 4.30006 -16.21269 -20.73986  -0.2243
N -4.01481 -18.54018 -21.31492  -0.2848
S -5.53133 -19.14397 -20.90159  0.5108
O -6.66964 -18.35166 -21.13692  -0.2187
O -5.45423 -20.06575 -19.82325  -0.2648
F -5.58252 -20.10319 -22.17567  -0.1868
S -3.91018 -17.46193 -20.15271  0.4554
O -3.39456 -17.85092 -18.87392  -0.2821
O -4.85674 -16.40919 -20.16033  -0.2571
F -2.62376 -16.67949 -20.76005  -0.2160
B 0.51045 -15.34939 -19.80241  -1.2145
F -0.29040 -16.28655 -19.10475  0.1071
F 1.74328 -15.96492 -20.09655  0.1087
F -0.14668 -14.88782 -20.97758  0.0949
F 0.76616 -14.20873 -18.93063  0.0351

=====

(2)
The following is a quantum chemistry calculation of the molecule C5H5ClO2 at a distorted geometry, from OMol25.

Total energy: -21877.971 eV
Energy relative to the best compared isomer or geometry (same formula, charge and spin): 117.1 kcal/mol
HOMO (alpha / beta): -9.7 / -7.6 eV
Kohn-Sham gap (alpha / beta): 9.9 / 6.4 eV
Maximum force: 4.88 eV/A
Spin multiplicity: 1
Net charge: 0

Last column: Löwdin charge in e.
Element x y z (Å)
C -2.36784 0.34338 0.95617  -0.1420
C -1.48625 0.55941 1.86279  0.1406
C -2.37982 -0.49142 -0.33491  -0.3586
C 0.07018 -1.16467 -0.38543  -0.7238
C 1.27245 -0.27191 -0.82894  -0.0495
O -3.35760 -0.69449 -0.95548  0.1679
O -1.13311 -1.12721 -0.80738  -0.0302
Cl 0.48247 -2.65843 0.54484  0.5905
H -3.46309 0.64503 1.12773  0.1367
H -0.41184 0.24424 2.05693  0.0668
H 2.13424 -0.91188 -0.62708  0.0595
H 1.25697 0.65236 -0.13658  0.1062
H 1.09539 -0.10279 -1.81924  0.0358

=====

(3)
The following is a quantum chemistry calculation of a cluster of 2 separate species, C3N2OS2 in total at a distorted geometry, from OMol25.

Total energy: -29804.682 eV
HOMO (alpha / beta): -8.8 / -8.8 eV
Kohn-Sham gap (alpha / beta): 6.1 / 6.1 eV
Maximum force: 4.04 eV/A
Spin multiplicity: 1
Net charge: 0

Last column: Löwdin charge in e.
Element x y z (Å)
C -0.13417 -0.07104 2.31586  -1.0950
C -0.42241 -0.71967 -2.03554  -0.5497
C 0.38881 0.74784 -0.48816  -0.5236
N -0.18928 -1.19965 2.09536  0.0149
N 0.04464 -1.38698 -2.87473  0.1770
O 1.43071 1.15588 -0.75132  0.2276
S -0.07734 1.50552 2.38334  0.6144
S -1.04098 -0.03189 -0.64482  1.1344

=====

Copy entry 3 word for word.
The following is a quantum chemistry calculation of a cluster of 2 separate species, C3N2OS2 in total at a distorted geometry, from OMol25.

Total energy: -29804.682 eV
HOMO (alpha / beta): -8.8 / -8.8 eV
Kohn-Sham gap (alpha / beta): 6.1 / 6.1 eV
Maximum force: 4.04 eV/A
Spin multiplicity: 1
Net charge: 0

Last column: Löwdin charge in e.
Element x y z (Å)
C -0.13417 -0.07104 2.31586  -1.0950
C -0.42241 -0.71967 -2.03554  -0.5497
C 0.38881 0.74784 -0.48816  -0.5236
N -0.18928 -1.19965 2.09536  0.0149
N 0.04464 -1.38698 -2.87473  0.1770
O 1.43071 1.15588 -0.75132  0.2276
S -0.07734 1.50552 2.38334  0.6144
S -1.04098 -0.03189 -0.64482  1.1344